Record 1
C21H25N3O | the ωB97M-V functional and the def2-TZVPD basis

Geometry as ORCA input:
```
! RIJCOSX wB97M-V def2-TZVPD def2/J DEFGRID3
* xyz 0 1
C -7.30580 2.11675 2.29742
O -6.57549 0.86833 2.26561
C -5.33737 0.85381 1.70549
C -4.60995 -0.36337 1.77124
C -3.31262 -0.41878 1.30866
C -2.64618 0.74396 0.83124
C -1.25353 0.70279 0.40445
C -0.41435 1.76574 0.64301
C 0.89406 1.93131 0.12563
N 1.97272 2.13297 -0.29287
C -0.76764 2.79493 1.57067
N -1.01064 3.63679 2.34916
C -3.41002 1.93064 0.71242
C -4.73988 1.98486 1.09147
H -8.21294 1.87708 2.85375
H -6.73979 2.90213 2.82225
H -7.56198 2.45356 1.28180
H -5.11086 -1.23511 2.18555
H -2.77002 -1.36485 1.34597
H -0.94738 -0.21627 -0.06688
H -2.95974 2.81771 0.26535
H -5.31175 2.90662 0.95129
C 1.09280 -0.89121 -0.95927
C 2.44260 -1.05835 -1.21364
N 3.37418 -1.02369 -0.23262
C 4.77752 -1.26575 -0.48890
C 5.48050 -1.13725 0.87038
C 4.41947 -0.69530 1.88581
C 3.06469 -0.70870 1.14799
C 2.98857 -1.31651 -2.60373
C 1.95727 -1.21574 -3.73162
C 0.56565 -1.68427 -3.32141
C 0.08212 -0.96849 -2.04163
H 0.78694 -0.71288 0.06772
H 4.94077 -2.26817 -0.92262
H 5.18950 -0.53599 -1.20680
H 5.90246 -2.10748 1.15302
H 6.29303 -0.40999 0.79566
H 4.37556 -1.36918 2.74563
H 4.62634 0.31952 2.24396
H 2.55986 0.26198 1.24516
H 2.39372 -1.46663 1.58736
H 3.45382 -2.31706 -2.64446
H 3.78615 -0.59849 -2.84752
H 2.30541 -1.80481 -4.58678
H 1.90607 -0.17177 -4.06708
H -0.13948 -1.47358 -4.13536
H 0.56673 -2.76943 -3.14630
H -0.23811 0.05066 -2.32272
H -0.82301 -1.48302 -1.69296
*
```

* SMILES: COc1ccc(C=C(C#N)C#N)cc1.C1=C(N2CCCC2)CCCC1
* energy above the lowest of the compared OMol25 structures with the same formula, charge and spin: 4.609 eV
* HOMO-LUMO gap: 6.195 eV
* E_HOMO: -6.968 eV

Record 2
C22H20AsF5N2OSSbSe4TcTe | the ωB97M-V functional and the def2-TZVPD basis

Geometry as ORCA input:
```
! RIJCOSX wB97M-V def2-TZVPD def2/J DEFGRID3
* xyz 2 1
Tc -1.15771 -0.47798 -0.27234
S -1.17545 0.58813 1.78191
C 0.15801 -0.19135 2.58026
C 0.05934 -0.46044 3.94072
C 1.14420 -1.05130 4.57402
C 2.31091 -1.32762 3.87296
C 2.41110 -1.02725 2.52000
C 1.33011 -0.46100 1.86388
As 1.35477 -0.12283 -0.01969
C 2.97691 -0.72377 -0.88828
C 3.93097 0.28842 -1.02244
C 5.20511 -0.03362 -1.46041
C 5.52905 -1.34282 -1.77951
C 4.57537 -2.34110 -1.64641
C 3.29229 -2.03592 -1.21751
C 1.44474 1.82831 -0.24456
C 1.24592 2.31976 -1.53985
C 1.15529 3.68782 -1.75131
C 1.28399 4.55823 -0.67393
C 1.49629 4.06921 0.60328
C 1.56222 2.69853 0.82808
H -0.85846 -0.25071 4.47346
H 1.05634 -1.31683 5.61869
H 3.14470 -1.79345 4.37963
H 3.31526 -1.25448 1.96741
H 3.70107 1.31712 -0.78686
H 5.93700 0.75652 -1.55667
H 6.51714 -1.58398 -2.14670
H 4.81561 -3.36777 -1.88443
H 2.59099 -2.84989 -1.17452
H 1.16767 1.63684 -2.38337
H 0.97985 4.05274 -2.75259
H 1.20532 5.62483 -0.83506
H 1.60403 4.74589 1.43999
H 1.71092 2.32195 1.83430
Se -4.96830 1.94771 -3.30310
Sb -2.62769 1.83487 -2.99378
Se -1.86585 -0.72606 -2.32590
Se -1.73241 1.61581 -0.72003
Se -1.13891 2.67946 -4.61884
F -1.90654 -3.43542 -1.03325
Te -0.35306 -3.34030 0.04706
F 0.28264 -4.76771 -0.89490
F 0.35458 -2.44286 -1.54227
F 1.32999 -3.26340 0.84141
F -1.13536 -4.42397 1.29144
O -0.90699 -1.86363 0.87420
C -4.81728 1.73438 0.42874
C -4.92998 0.32623 -0.02033
N -3.97354 -0.59693 -0.07214
C -4.56916 -1.75943 -0.50656
C -5.89327 -1.53017 -0.73628
N -6.09502 -0.21915 -0.42205
H -4.09887 1.84483 1.24161
H -5.78696 2.09181 0.77281
H -4.51898 2.41124 -0.37703
H -4.03952 -2.69136 -0.59718
H -6.67438 -2.19951 -1.04855
H -6.95598 0.29338 -0.52723
*
```

* energy above the lowest of the compared OMol25 structures with the same formula, charge and spin: 6.171 eV
* HOMO-LUMO gap (spin up / spin down): 4.259 / 4.273 eV
* E_HOMO (spin up / spin down): -13.846 / -13.850 eV

Record 3
C22H16N2O8 | the ωB97M-V functional and the def2-TZVPD basis

Geometry as ORCA input:
```
! RIJCOSX wB97M-V def2-TZVPD def2/J DEFGRID3
* xyz 0 1
N -1.73149 4.21260 -2.35698
C -1.88733 3.31892 -1.57007
C -1.94894 1.86827 -0.85431
C -1.00903 0.78918 -1.58840
C -1.74382 -0.63069 -1.74604
N -2.14255 -1.72288 -2.05706
C 0.39322 0.51713 -0.87368
C 1.64217 1.31548 -1.41582
C 3.08196 1.08936 -0.81274
C 3.28942 0.05513 0.36077
C 2.05838 -0.72902 0.91370
C 0.65096 -0.49028 0.28256
H -1.78634 1.95820 0.27384
H -3.04390 1.51934 -1.01243
H -0.77524 1.21656 -2.63910
H 1.48259 2.04161 -2.28766
H 3.96737 1.66621 -1.26053
H 4.36449 -0.06604 0.74497
H 2.23612 -1.46800 1.78154
H -0.21866 -1.12263 0.70713
O -7.79528 -6.05469 -3.82667
C -6.91584 -5.44153 -3.24442
C -6.08645 -4.43294 -3.91184
C -5.12187 -3.79463 -3.24403
O -4.34547 -2.85393 -3.85044
C -4.85156 -4.08299 -1.80724
O -3.95175 -3.49415 -1.23572
C -5.69710 -5.07490 -1.13300
C -6.66304 -5.71004 -1.79977
O -7.45825 -6.63224 -1.18612
H -6.29171 -4.23490 -4.95529
H -3.72300 -2.54186 -3.15916
H -5.50199 -5.26204 -0.08539
H -8.07286 -6.94643 -1.87833
O 4.60884 1.82026 1.89336
C 4.99253 2.67303 2.67728
C 6.29106 3.34056 2.54058
C 6.68129 4.25681 3.42949
O 7.88355 4.88669 3.31362
C 5.82052 4.63112 4.58756
O 6.21681 5.45876 5.39019
C 4.51165 3.98082 4.71057
C 4.12018 3.06718 3.81965
O 2.90568 2.45634 3.91936
H 6.90681 3.05813 1.69715
H 7.93083 5.49820 4.07513
H 3.88918 4.27429 5.54540
H 2.86071 1.84015 3.16069
*
```

* SMILES: N#CC[C@H](C#N)c1ccccc1.O=C1C=C(O)C(=O)C=C1O.O=C1C=C(O)C(=O)C=C1O
* HOMO-LUMO gap: 7.404 eV
* E_HOMO: -9.246 eV